[1]
A 5-piece molecular cluster, C36H83N7O15 overall at a distorted geometry, computed with wB97M-V/def2-TZVPD.

Output
Molar mass: 854.09 Da
HOMO-LUMO gap: 8.22 eV
SMILES: CCOCCOCCOCN(C[C@H](O)CN)C(=O)ON=C=O.COCCNCCOC.COCCNCCOC.COCCNCCOC.COCCNCCOC
Electronic energy: -2932.98732 hartree
LUMO energy: -0.21 eV
Spin multiplicity: 1

Geometry (Å):
C -2.244 2.145 2.581
C -1.566 0.888 2.030
O -0.734 0.380 3.089
C -0.511 -1.014 2.911
C -1.434 -1.745 3.897
O -1.210 -3.147 3.867
C -2.018 -3.728 2.860
C -3.474 -3.963 3.360
O -4.328 -3.559 2.305
C -5.563 -3.040 2.722
N -5.783 -1.716 2.110
C -5.915 -1.848 0.633
C -4.578 -1.538 -0.047
O -4.823 -0.626 -1.126
C -3.858 -2.752 -0.625
N -2.404 -2.451 -0.670
C -7.030 -1.275 2.663
O -7.069 -0.373 3.431
O -8.168 -1.974 2.302
N -9.200 -1.064 1.930
C -9.986 -0.932 2.884
O -10.481 -0.663 3.898
H -3.026 2.487 1.900
H -1.464 2.902 2.699
H -2.666 1.944 3.567
H -2.362 0.169 1.791
H -0.915 1.100 1.178
H 0.543 -1.267 3.054
H -0.780 -1.310 1.889
H -2.468 -1.496 3.611
H -1.300 -1.351 4.906
H -2.087 -3.063 1.991
H -1.558 -4.660 2.527
H -3.588 -3.357 4.264
H -3.566 -5.023 3.622
H -6.336 -3.766 2.409
H -5.661 -2.961 3.811
H -6.379 -2.793 0.325
H -6.612 -1.060 0.327
H -3.967 -0.987 0.678
H -4.254 -0.900 -1.850
H -3.999 -3.668 -0.040
H -4.168 -2.975 -1.653
H -1.888 -3.325 -0.662
H -2.162 -1.911 0.151
C 0.820 2.038 4.926
O 1.798 2.601 5.788
C 2.636 1.640 6.416
C 4.042 1.686 5.848
N 4.082 1.177 4.481
C 5.331 1.445 3.771
C 5.743 2.901 3.551
O 4.915 3.619 2.655
C 3.723 4.142 3.220
H 0.114 2.827 4.668
H 1.268 1.673 3.999
H 0.274 1.228 5.414
H 2.214 0.632 6.357
H 2.686 1.916 7.473
H 4.702 1.077 6.475
H 4.383 2.727 5.907
H 3.323 1.590 3.955
H 5.233 0.982 2.785
H 6.143 0.921 4.285
H 6.733 2.885 3.086
H 5.863 3.450 4.493
H 3.855 4.438 4.262
H 2.904 3.425 3.128
H 3.445 5.025 2.643
C 3.305 -7.684 -0.871
O 2.486 -7.821 -2.017
C 1.671 -8.988 -2.013
C 0.208 -8.635 -1.813
N -0.047 -8.165 -0.456
C -1.359 -7.549 -0.266
C -1.697 -6.298 -1.078
O -0.946 -5.146 -0.728
C 0.344 -5.063 -1.316
H 4.023 -6.890 -1.070
H 2.720 -7.396 0.009
H 3.853 -8.605 -0.660
H 2.011 -9.719 -1.275
H 1.777 -9.443 -3.002
H -0.402 -9.523 -2.005
H -0.050 -7.877 -2.563
H 0.661 -7.490 -0.204
H -1.424 -7.279 0.791
H -2.128 -8.305 -0.447
H -2.739 -6.048 -0.857
H -1.654 -6.473 -2.159
H 0.371 -5.500 -2.316
H 1.092 -5.531 -0.673
H 0.603 -4.006 -1.394
C -3.983 5.283 -1.165
O -3.456 4.838 -2.401
C -2.411 5.655 -2.918
C -1.070 4.949 -2.835
N -0.613 4.829 -1.457
C 0.523 3.922 -1.272
C 0.342 2.453 -1.652
O -0.554 1.734 -0.820
C -1.929 1.884 -1.136
H -4.895 4.720 -0.973
H -3.287 5.092 -0.341
H -4.229 6.348 -1.197
H -2.380 6.632 -2.428
H -2.643 5.822 -3.974
H -0.331 5.519 -3.407
H -1.189 3.968 -3.314
H -1.378 4.500 -0.884
H 0.778 3.957 -0.209
H 1.385 4.322 -1.816
H 1.314 1.970 -1.523
H 0.078 2.320 -2.709
H -2.100 2.005 -2.208
H -2.359 2.722 -0.581
H -2.446 0.982 -0.805
C 3.979 4.619 -7.935
O 4.310 3.363 -7.371
C 5.691 3.214 -7.057
C 5.916 3.215 -5.556
N 5.686 4.536 -4.982
C 5.611 4.557 -3.521
C 4.508 3.745 -2.840
O 3.195 4.235 -3.057
C 2.602 3.840 -4.283
H 2.963 4.549 -8.324
H 3.999 5.415 -7.184
H 4.651 4.876 -8.759
H 6.305 3.970 -7.554
H 5.992 2.236 -7.444
H 6.947 2.910 -5.350
H 5.246 2.461 -5.125
H 4.822 4.908 -5.349
H 5.473 5.602 -3.233
H 6.579 4.244 -3.118
H 4.676 3.823 -1.763
H 4.566 2.676 -3.077
H 2.917 2.841 -4.592
H 2.814 4.568 -5.068
H 1.520 3.831 -4.138

Atom charges from the Löwdin analysis, given in e for atoms 1 to 99: -0.051 -0.244 -0.181 -0.174 -0.180 -0.125 -0.169 -0.150 -0.118 -0.197 0.006 -0.087 -0.342 -0.039 -0.213 0.035 -0.514 0.187 -0.013 0.114 -0.226 0.234 0.068 0.070 0.081 0.100 0.105 0.134 0.104 0.125 0.131 0.097 0.124 0.125 0.127 0.141 0.143 0.139 0.135 0.124 0.079 0.098 0.121 0.032 0.030 -0.111 -0.190 -0.217 -0.215 -0.051 -0.201 -0.231 -0.182 -0.095 0.085 0.069 0.085 0.122 0.120 0.122 0.102 0.066 0.118 0.116 0.119 0.110 0.089 0.071 0.088 -0.113 -0.193 -0.214 -0.214 -0.050 -0.195 -0.215 -0.222 -0.078 0.090 0.075 0.088 0.122 0.121 0.124 0.103 0.065 0.116 0.119 0.118 0.115 0.093 0.074 0.093 -0.112 -0.192 -0.214 -0.219 -0.041 -0.184

[2]
A 6-piece molecular cluster, C36H83NO2P overall at a distorted geometry, computed with wB97M-V/def2-TZVPD.

Output
Molar mass: 593.04 Da
HOMO-LUMO gap: 8.51 eV
Charge: +1
Electronic energy: -1967.75553 hartree
LUMO energy: -3.49 eV
Spin multiplicity: 1

Geometry (Å):
C 1.727 -3.646 -3.417
C 2.808 -4.555 -2.886
N 2.499 -5.709 -2.538
C 4.283 -4.113 -2.808
P 4.668 -2.954 -1.443
C 3.547 -1.506 -1.332
C 2.337 -1.701 -0.402
O 2.759 -1.887 0.953
C 2.735 -3.203 1.332
O 3.519 -3.595 2.072
H 1.561 -2.763 -2.798
H 0.805 -4.228 -3.364
H 1.878 -3.396 -4.470
H 3.316 -6.234 -2.225
H 4.936 -4.980 -2.667
H 4.632 -3.648 -3.739
H 4.778 -3.659 -0.229
H 5.953 -2.428 -1.695
H 4.109 -0.637 -0.977
H 3.212 -1.237 -2.340
H 1.662 -2.506 -0.711
H 1.737 -0.788 -0.411
H 1.985 -3.899 0.917
C -4.709 -2.155 -3.410
C -3.759 -2.763 -4.437
C -2.302 -2.779 -3.972
C -1.697 -1.396 -3.716
C -1.725 -0.448 -4.915
C -0.920 -0.964 -6.104
H -4.465 -1.112 -3.199
H -5.735 -2.182 -3.778
H -4.673 -2.712 -2.471
H -3.849 -2.225 -5.384
H -4.070 -3.791 -4.639
H -1.701 -3.314 -4.714
H -2.233 -3.365 -3.049
H -0.656 -1.529 -3.393
H -2.211 -0.920 -2.877
H -1.315 0.517 -4.605
H -2.755 -0.256 -5.224
H 0.128 -1.109 -5.827
H -0.954 -0.250 -6.928
H -1.309 -1.912 -6.476
C 2.619 3.107 6.163
C 3.558 1.913 6.302
C 4.351 1.622 5.028
C 3.494 1.254 3.814
C 2.586 0.041 4.012
C 3.358 -1.245 4.291
H 1.867 2.944 5.388
H 2.090 3.286 7.100
H 3.178 4.012 5.913
H 2.986 1.031 6.605
H 4.263 2.112 7.113
H 5.067 0.822 5.232
H 4.950 2.503 4.776
H 4.161 1.065 2.965
H 2.880 2.112 3.526
H 1.989 -0.098 3.105
H 1.873 0.225 4.820
H 4.035 -1.475 3.468
H 2.671 -2.086 4.408
H 3.946 -1.173 5.207
C 2.936 -10.964 -6.238
C 3.822 -9.734 -6.070
C 3.178 -8.642 -5.214
C 1.883 -8.060 -5.786
C 2.013 -7.452 -7.182
C 2.975 -6.269 -7.230
H 1.998 -10.722 -6.741
H 3.444 -11.720 -6.839
H 2.700 -11.407 -5.268
H 4.090 -9.338 -7.053
H 4.760 -10.038 -5.598
H 3.907 -7.840 -5.058
H 2.965 -9.053 -4.221
H 1.514 -7.292 -5.097
H 1.111 -8.834 -5.808
H 1.026 -7.114 -7.508
H 2.329 -8.210 -7.903
H 2.643 -5.474 -6.554
H 3.026 -5.855 -8.238
H 3.988 -6.559 -6.944
C -1.591 3.929 4.309
C -0.929 5.210 4.809
C -0.780 5.250 6.330
C -2.100 5.215 7.104
C -3.074 6.343 6.766
C -2.518 7.727 7.089
H -2.603 3.817 4.701
H -1.659 3.939 3.219
H -1.008 3.053 4.605
H -1.496 6.077 4.458
H 0.064 5.292 4.359
H -0.214 6.143 6.606
H -0.169 4.398 6.646
H -1.874 5.250 8.175
H -2.599 4.255 6.937
H -3.994 6.193 7.336
H -3.360 6.301 5.711
H -2.279 7.808 8.151
H -3.250 8.499 6.848
H -1.614 7.943 6.518
C -5.623 8.438 -0.525
C -6.121 8.394 0.917
C -4.991 8.265 1.939
C -4.162 6.984 1.820
C -4.962 5.686 1.938
C -5.646 5.532 3.292
H -5.093 7.524 -0.798
H -6.462 8.548 -1.215
H -4.949 9.284 -0.676
H -6.834 7.573 1.033
H -6.675 9.312 1.126
H -5.414 8.338 2.944
H -4.319 9.123 1.833
H -3.390 6.997 2.597
H -3.625 6.982 0.867
H -4.282 4.842 1.790
H -5.707 5.620 1.140
H -4.910 5.540 4.099
H -6.190 4.586 3.338
H -6.364 6.332 3.477

Atom charges from the Löwdin analysis, given in e for atoms 1 to 99: -0.033 -0.478 0.179 -0.260 1.125 -0.269 -0.226 -0.040 -0.396 0.142 0.044 0.090 0.093 0.072 0.097 0.108 0.050 0.051 0.109 0.104 0.109 0.143 0.165 -0.106 -0.265 -0.237 -0.233 -0.264 -0.108 0.066 0.074 0.076 0.101 0.107 0.095 0.107 0.084 0.102 0.105 0.103 0.064 0.073 0.067 -0.112 -0.264 -0.226 -0.230 -0.266 -0.111 0.056 0.069 0.080 0.100 0.107 0.100 0.110 0.104 0.100 0.091 0.102 0.058 0.072 0.072 -0.106 -0.269 -0.240 -0.229 -0.262 -0.112 0.067 0.073 0.077 0.099 0.104 0.087 0.107 0.094 0.104 0.107 0.102 0.057 0.072 0.063 -0.109 -0.264 -0.225 -0.223 -0.267 -0.107 0.063 0.065 0.067 0.091 0.102 0.103 0.092 0.111 0.101 0.107

[3]
A 9-piece molecular cluster, C36H87N9O12 overall at a distorted geometry, computed with wB97M-V/def2-TZVPD.

Output
Molar mass: 838.14 Da
Energy relative to the best compared isomer or geometry (same formula, charge and spin): 0.0 kcal per mole
HOMO-LUMO gap: 8.26 eV
SMILES: CC1(C)CCCC(C)(C)N1O.CC1(C)CCCC(C)(C)N1O.CC1(C)CCCC(C)(C)N1O.NC(N)=O.NC(N)=O.NC(N)=O.OCCO.OCCO.OCCO
Electronic energy: -2819.33485 hartree
LUMO energy: 0.10 eV
Spin multiplicity: 1

Geometry (Å):
C -2.611 5.465 -0.802
C -1.364 4.549 -0.841
C -0.882 4.050 0.550
C -1.643 3.318 -1.729
C -1.661 3.621 -3.271
C -0.398 4.319 -3.708
C 0.066 5.558 -2.842
C 1.560 5.878 -3.191
C -0.722 6.771 -3.447
N -0.098 5.270 -1.356
O 0.212 6.504 -0.627
H -2.295 6.453 -0.466
H -3.094 5.595 -1.770
H -3.377 5.066 -0.137
H -0.088 3.306 0.489
H -0.535 4.891 1.149
H -1.692 3.479 1.004
H -0.770 2.686 -1.570
H -2.602 2.849 -1.508
H -1.811 2.695 -3.825
H -2.632 4.066 -3.490
H -0.512 4.618 -4.750
H 0.415 3.676 -4.044
H 2.151 4.987 -2.983
H 1.834 6.666 -2.489
H 1.681 6.325 -4.178
H -0.911 6.724 -4.520
H -0.300 7.693 -3.046
H -1.708 6.794 -2.983
H 1.086 6.328 -0.270
C 6.644 0.225 -5.883
C 5.495 0.987 -5.177
C 5.834 2.438 -5.262
C 4.196 0.749 -5.978
C 2.902 1.218 -5.243
C 2.773 0.570 -3.884
C 4.022 0.837 -2.991
C 3.905 2.256 -2.502
C 3.780 -0.163 -1.772
N 5.285 0.495 -3.781
O 6.497 0.491 -2.995
H 6.970 0.726 -6.794
H 7.494 0.254 -5.200
H 6.345 -0.777 -6.189
H 5.300 3.031 -4.520
H 6.858 2.706 -5.006
H 5.773 2.857 -6.267
H 4.238 1.353 -6.884
H 4.276 -0.294 -6.284
H 2.901 2.304 -5.151
H 2.000 1.082 -5.840
H 2.737 -0.507 -4.048
H 1.804 0.816 -3.447
H 4.687 2.772 -1.946
H 3.068 2.315 -1.806
H 3.539 2.952 -3.257
H 4.708 -0.518 -1.323
H 3.418 -1.092 -2.212
H 2.969 0.249 -1.172
H 6.664 1.419 -2.812
C -1.665 -4.242 3.758
C -2.373 -3.030 4.304
C -1.809 -1.804 3.540
C -3.861 -3.102 3.900
C -4.612 -4.119 4.762
C -4.531 -3.753 6.255
C -3.053 -3.603 6.815
C -3.162 -2.800 8.077
C -2.439 -4.996 7.122
N -2.230 -2.894 5.760
O -0.915 -2.679 6.193
H -2.258 -5.155 3.721
H -1.372 -4.083 2.720
H -0.639 -4.351 4.111
H -2.183 -0.783 3.613
H -0.759 -1.727 3.825
H -1.836 -2.086 2.487
H -4.321 -2.113 3.928
H -3.959 -3.497 2.889
H -5.661 -4.157 4.468
H -4.242 -5.122 4.547
H -4.933 -4.611 6.794
H -5.156 -2.876 6.422
H -3.698 -3.280 8.895
H -3.662 -1.831 8.059
H -2.272 -2.570 8.662
H -2.219 -5.590 6.235
H -3.099 -5.563 7.779
H -1.476 -4.893 7.622
H -0.815 -1.727 6.267
N -3.185 0.038 0.376
C -3.985 0.093 1.375
N -5.087 -0.541 1.127
O -3.741 0.707 2.391
H -3.382 -0.516 -0.446
H -2.232 0.302 0.580
H -5.299 -0.814 0.178
H -5.876 -0.311 1.713
N -2.238 -3.304 -0.117
C -2.135 -4.430 -0.807
N -1.133 -5.077 -0.361
O -2.922 -4.863 -1.625
H -3.103 -2.787 -0.057
H -1.410 -2.950 0.341
H -0.758 -5.927 -0.758
H -0.622 -4.655 0.402
N -1.289 2.333 3.715
C -1.815 3.446 4.098
N -2.993 3.640 3.638
O -1.194 4.304 4.788
H -0.279 2.323 3.718
H -1.817 1.742 3.090
H -3.474 4.503 3.846
H -3.321 2.949 2.978
O -0.416 0.361 1.266
C 0.676 0.154 0.454
C 0.276 -1.146 -0.322
O 0.339 -2.170 0.591
H -0.379 -0.429 1.809
H 0.783 0.986 -0.243
H 1.536 0.114 1.122
H 1.064 -1.315 -1.055
H -0.717 -1.004 -0.749
H 1.219 -2.306 0.949
O -0.261 -3.859 -3.482
C 0.160 -2.859 -4.375
C -0.528 -1.596 -4.246
O -1.874 -1.684 -4.655
H -1.174 -4.101 -3.655
H 1.224 -2.653 -4.259
H -0.078 -3.354 -5.317
H 0.044 -0.842 -4.787
H -0.540 -1.313 -3.193
H -1.895 -1.155 -5.455
O 5.089 -4.047 3.404
C 3.727 -4.466 3.423
C 3.091 -4.031 2.103
O 2.690 -2.651 2.074
H 5.059 -3.089 3.338
H 3.794 -5.548 3.538
H 3.120 -4.059 4.232
H 2.146 -4.560 1.979
H 3.797 -4.213 1.293
H 2.152 -2.289 2.783

Atom charges from the Löwdin analysis, given in e for atoms 1 to 99: -0.024 -0.461 -0.027 -0.125 -0.175 -0.150 -0.443 -0.033 -0.040 -0.054 -0.039 0.080 0.065 0.080 0.067 0.088 0.066 0.099 0.117 0.101 0.102 0.105 0.098 0.062 0.069 0.087 0.083 0.078 0.058 0.094 -0.026 -0.523 -0.057 -0.113 -0.171 -0.164 -0.436 -0.058 -0.008 -0.062 -0.013 0.085 0.078 0.080 0.070 0.083 0.093 0.114 0.111 0.097 0.103 0.101 0.117 0.091 0.074 0.054 0.080 0.065 0.056 0.081 -0.038 -0.490 -0.032 -0.132 -0.181 -0.111 -0.460 -0.067 -0.027 -0.100 -0.017 0.085 0.054 0.085 0.073 0.074 0.058 0.118 0.117 0.109 0.101 0.109 0.116 0.086 0.085 0.079 0.072 0.080 0.078 0.103 0.195 -0.798 0.181 0.029 0.113 0.078 0.116 0.126 0.173